Run 1
16
Properties=species:S:1:pos:R:3 method="wB97M-V/def2-TZVPD" charge=+1 orbital_gap_ev=10.5 homo_energy_ev=-13.9 spin_multiplicity=1
C 0.653 -1.095 1.021
C -0.324 1.060 1.458
C 0.258 0.507 -0.983
N -0.180 0.043 0.398
P 0.061 -0.871 -2.569
H 1.597 -0.774 1.493
H 0.072 -1.616 1.666
H 0.885 -1.968 0.323
H -0.781 1.977 1.115
H -0.960 0.775 2.254
H 0.570 1.389 1.885
H 1.255 0.819 -1.215
H -0.502 1.124 -1.255
H -1.140 -0.391 0.255
H -1.179 -1.080 -2.240
H -0.287 0.099 -3.606

Run 2
16
Properties=species:S:1:pos:R:3 method="wB97M-V/def2-TZVPD" charge=+1 orbital_gap_ev=10.7 homo_energy_ev=-15.7 spin_multiplicity=1
C 1.178 0.423 -0.536
C -0.684 1.264 0.468
C -0.928 -0.787 -0.779
N 0.007 0.027 0.157
P 0.595 -1.218 1.766
H 1.995 -0.392 -0.463
H 0.987 0.511 -1.655
H 1.569 1.416 -0.145
H -0.536 1.500 1.537
H -0.273 2.010 -0.168
H -1.807 1.191 0.271
H -1.201 -0.215 -1.759
H -0.326 -1.705 -0.979
H -1.809 -1.038 -0.154
H 1.143 -0.214 2.652
H -0.727 -0.890 2.212

Energetically preferred structure: run 2 | next structure: +29.7 kJ/mol

Run 1
15
Properties=species:S:1:pos:R:3 method="wB97M-V/def2-TZVPD" orbital_gap_ev=9.6 homo_energy_ev=-9.4 spin_multiplicity=1
C 0.040 -1.169 -0.414
C 1.132 -0.051 -0.573
C 0.565 1.172 0.249
C -1.223 -0.300 -0.166
H 1.074 -0.945 1.513
H -0.047 -1.975 -1.174
H 1.270 0.319 -1.615
H 1.125 1.146 1.185
H 0.864 2.039 -0.205
H -1.345 1.705 0.514
H -2.982 0.085 -0.063
N -0.752 0.936 0.412
N -2.389 -0.671 -0.321
O 0.282 -1.877 0.814
F 2.387 -0.414 -0.156

Run 2
15
Properties=species:S:1:pos:R:3 method="wB97M-V/def2-TZVPD" orbital_gap_ev=10.5 homo_energy_ev=-9.7 spin_multiplicity=1
C -0.029 1.535 -0.256
C 0.081 0.393 0.721
C 0.232 -1.929 0.480
C -0.826 -0.885 0.553
H -0.314 0.465 -1.925
H 1.214 0.771 -1.623
H -0.993 2.007 -0.169
H 0.679 2.301 0.097
H -0.056 0.791 1.754
H 0.002 -2.947 0.255
H -1.642 -1.021 1.258
N 0.305 1.229 -1.626
N 1.399 -1.521 0.551
O 1.399 -0.165 0.615
F -1.451 -1.022 -0.684

Run 3
15
Properties=species:S:1:pos:R:3 method="wB97M-V/def2-TZVPD" orbital_gap_ev=9.4 homo_energy_ev=-10.0 spin_multiplicity=1
C 0.189 -0.734 -0.908
C -0.207 -0.224 0.506
C 0.892 0.544 1.281
C -0.902 1.179 0.331
H 1.017 1.002 -1.247
H 0.356 0.366 -2.833
H -0.466 -1.892 -2.246
H 1.899 0.268 0.983
H 0.867 0.605 2.343
H -1.746 1.319 1.016
H -1.344 1.409 -0.695
N 1.226 -0.030 -1.608
N -0.693 -1.621 -1.318
O 0.475 1.742 0.553
F -0.882 -1.116 1.276

Energetically preferred structure: run 2 | next structure: +102.4 kJ/mol

Run 1
26
Properties=species:S:1:pos:R:3 method="wB97M-V/def2-TZVPD" orbital_gap_ev=10.5 homo_energy_ev=-9.7 spin_multiplicity=1
C 1.363 -0.173 -2.860
C 1.357 -0.413 -1.683
O 0.210 -0.853 0.466
C 1.975 0.685 0.425
C 2.401 -1.713 0.077
C 1.440 -0.564 -0.202
C -1.471 0.844 2.173
C -1.136 1.330 -0.934
C -2.889 -0.932 0.061
Si -1.236 0.067 0.449
H 1.378 0.205 -3.900
H 3.013 0.994 0.179
H 1.347 1.477 0.124
H 1.953 0.535 1.487
H 2.504 -1.806 1.115
H 3.347 -1.426 -0.326
H 2.219 -2.554 -0.504
H -2.302 1.506 2.108
H -1.759 0.203 3.051
H -0.530 1.427 2.223
H -1.458 0.656 -1.748
H -1.994 1.959 -0.842
H -0.258 1.913 -1.096
H -3.142 -0.844 -0.977
H -2.682 -1.935 0.349
H -3.649 -0.587 0.784

Run 2
26
Properties=species:S:1:pos:R:3 method="wB97M-V/def2-TZVPD" orbital_gap_ev=8.3 homo_energy_ev=-7.8 spin_multiplicity=1
C -0.313 -0.459 1.723
C -1.027 2.103 1.075
C -2.198 1.165 0.877
C -0.852 0.603 0.964
C 0.994 -0.245 2.531
C 1.475 0.975 -1.797
C -1.168 -0.844 -2.297
C 1.426 -2.039 -0.732
O -0.987 -1.470 1.817
Si 0.433 -0.490 -1.278
H -0.578 2.745 0.346
H -0.967 2.594 2.098
H -2.704 0.958 1.745
H -2.820 1.267 -0.121
H 0.725 0.037 3.552
H 1.617 0.422 2.020
H 1.363 -1.305 2.600
H 2.104 1.310 -1.081
H 2.095 0.595 -2.603
H 0.944 1.891 -2.162
H -1.568 -0.343 -3.151
H -1.170 -1.890 -2.592
H -1.892 -0.764 -1.508
H 1.703 -2.750 -1.534
H 2.396 -1.605 -0.545
H 0.968 -2.461 0.052

Energetically preferred structure: run 1 | next structure: +253.7 kJ/mol

Run 1
10
Properties=species:S:1:pos:R:3 method="wB97M-V/def2-TZVPD" orbital_gap_ev="7.9 / 7.9" homo_energy_ev="-8.7 / -8.7" spin_multiplicity=1
C -0.157 -0.655 0.004
C -1.037 0.381 0.568
F -1.553 0.052 1.784
F -0.474 1.620 0.586
S 3.121 0.755 -0.275
S 2.192 -0.724 0.699
H -0.178 -1.614 0.483
H 0.137 -0.492 -0.979
H -1.983 0.324 -0.025
H 2.809 1.798 0.385

Run 2
10
Properties=species:S:1:pos:R:3 method="wB97M-V/def2-TZVPD" orbital_gap_ev=9.0 homo_energy_ev=-9.1 spin_multiplicity=1
C 0.117 0.352 -0.677
C 0.890 0.466 0.556
F 0.920 1.707 1.175
F 0.500 -0.507 1.537
S -2.699 -0.363 0.750
S -2.104 0.850 -0.615
H 0.647 0.838 -1.490
H -0.091 -0.640 -0.897
H 1.891 0.299 0.271
H -2.595 0.156 2.057

Energetically preferred structure: run 2 | next structure: +39.2 kJ/mol

Run 1
24
Properties=species:S:1:pos:R:3 method="wB97M-V/def2-TZVPD" charge=+2 orbital_gap_ev=11.5 homo_energy_ev=-18.2 spin_multiplicity=1
C -0.590 -1.832 -1.303
C -0.943 -0.370 -1.356
C 0.183 0.681 -0.983
C -0.037 1.004 0.489
C -0.943 1.889 0.861
N 0.918 0.429 1.488
N -1.399 0.031 -2.738
H -1.448 -2.478 -1.467
H 0.176 -2.112 -0.432
H 0.133 -2.198 -2.075
H -1.893 -0.146 -0.828
H 0.196 1.777 -1.572
H 1.181 0.320 -1.326
H -1.175 2.190 1.904
H -1.671 2.274 0.135
H 1.014 -0.571 1.465
H 1.946 0.818 1.372
H 0.778 0.661 2.469
H -1.838 -0.731 -3.202
H -2.144 0.892 -2.828
H -0.549 0.183 -3.354
H 2.947 -1.838 3.308
H 1.751 -1.557 3.947
O 2.242 -1.117 3.123

Run 2
24
Properties=species:S:1:pos:R:3 method="wB97M-V/def2-TZVPD" charge=+2 orbital_gap_ev=11.5 homo_energy_ev=-18.1 spin_multiplicity=1
C 1.142 -0.898 -1.292
C 0.114 -1.524 -0.415
C -0.680 -0.375 0.362
C -0.058 0.339 1.554
C 0.586 -0.238 2.551
N -0.246 1.784 1.537
N -0.861 -2.373 -1.307
H 1.300 -1.306 -2.351
H 2.154 -0.875 -0.799
H 0.776 0.208 -1.261
H 0.695 -2.190 0.236
H -1.734 -0.646 0.699
H -0.890 0.266 -0.427
H 1.194 0.055 3.393
H 0.647 -1.339 2.768
H -0.117 2.124 0.523
H -1.332 2.017 1.656
H 0.411 2.240 2.136
H -0.151 -3.003 -1.743
H -1.482 -2.895 -0.725
H -1.530 -1.805 -1.976
H -0.759 3.576 -1.760
H 0.730 3.704 -1.899
O 0.093 3.152 -1.458

Energetically preferred structure: run 2 | next structure: +20.1 kJ/mol

Run 1
16
Properties=species:S:1:pos:R:3 method="wB97M-V/def2-TZVPD" orbital_gap_ev=9.7 homo_energy_ev=-9.0 spin_multiplicity=1
C -0.726 -2.475 -0.671
C -0.790 -1.591 -1.501
C -0.029 1.225 1.466
C 1.369 1.549 0.899
C 0.925 0.109 1.110
C -1.278 -0.291 -2.029
I 2.164 -1.010 2.421
H 0.522 -0.503 0.228
H -0.697 -3.330 -0.044
H -0.067 1.363 2.503
H -0.842 1.183 0.884
H 1.441 1.843 -0.135
H 2.142 1.903 1.495
H -1.990 -0.549 -2.923
H -1.774 0.345 -1.276
H -0.369 0.229 -2.427

Run 2
16
Properties=species:S:1:pos:R:3 method="wB97M-V/def2-TZVPD" orbital_gap_ev="5.5 / 5.5" homo_energy_ev="-7.7 / -7.7" spin_multiplicity=1
C -1.572 1.895 0.098
C -0.631 1.191 -0.076
C -2.649 2.887 0.112
C 1.319 -1.715 -1.446
C 1.187 -1.588 1.301
C 1.503 -1.147 -0.054
I 3.097 0.152 0.073
H -2.466 3.654 0.803
H -2.805 3.157 -0.840
H -3.474 2.546 0.644
H 1.654 -1.013 -2.292
H 0.138 -1.919 -1.550
H 1.581 -2.781 -1.617
H 1.259 -0.817 1.955
H 0.106 -2.016 1.330
H 1.753 -2.487 1.560

Energetically preferred structure: run 1 | next structure: +401.9 kJ/mol

Run 1
9
Properties=species:S:1:pos:R:3 method="wB97M-V/def2-TZVPD" charge=-1 orbital_gap_ev=6.4 homo_energy_ev=-2.8 spin_multiplicity=1
S -2.303 0.119 -0.517
H -1.795 1.346 -0.543
C 1.236 -0.090 -0.541
S 1.254 -0.222 1.291
S -0.571 -0.831 2.270
H 1.174 0.983 -0.726
H 2.150 -0.530 -0.939
H 0.366 -0.569 -0.991
H -1.511 -0.208 0.694

Run 2
9
Properties=species:S:1:pos:R:3 method="wB97M-V/def2-TZVPD" charge=-1 orbital_gap_ev=5.1 homo_energy_ev=-2.0 spin_multiplicity=1
S 1.590 3.734 -3.132
H 0.984 2.705 -2.521
C -1.174 -1.457 2.070
S 0.418 -1.785 1.173
S -0.224 -1.898 -0.789
H -1.401 -2.436 2.467
H -0.803 -0.989 2.996
H -1.802 -0.779 1.520
H 2.413 2.905 -3.784

Energetically preferred structure: run 1 | next structure: +30.8 kJ/mol

Run 1
19
Properties=species:S:1:pos:R:3 method="wB97M-V/def2-TZVPD" orbital_gap_ev=11.0 homo_energy_ev=-9.9 spin_multiplicity=1
C 1.714 1.921 1.358
C 0.733 -0.148 1.105
C -1.049 -0.635 -0.358
C -2.198 0.597 -2.032
C -0.080 -1.837 -0.194
C 0.939 -1.546 0.562
H 0.673 2.355 1.097
H 2.502 2.493 0.893
H 1.877 1.910 2.437
H 0.436 -0.171 2.207
H -2.089 -0.891 -0.025
H -3.100 0.042 -1.798
H -2.291 1.537 -1.441
H -2.134 0.843 -3.110
H -0.383 -2.815 -0.574
H 1.697 -2.265 0.903
O 1.820 0.630 0.827
O -0.457 0.410 0.439
O -1.056 -0.184 -1.670

Run 2
19
Properties=species:S:1:pos:R:3 method="wB97M-V/def2-TZVPD" orbital_gap_ev=9.1 homo_energy_ev=-8.4 spin_multiplicity=1
C -1.108 -0.690 0.639
C -0.077 -0.533 -0.550
C 0.938 -1.894 -0.519
C 1.405 -0.619 -0.151
C 1.187 1.318 0.292
C 0.171 1.004 -0.727
H -2.953 -0.515 0.914
H -0.864 0.251 1.099
H -1.048 -1.568 1.261
H 1.465 -2.303 -1.430
H 0.359 -2.619 0.151
H 2.122 -0.087 -0.830
H 1.971 2.026 -0.166
H 0.591 2.125 0.790
H 0.256 1.135 -1.851
H -1.664 1.033 -0.317
O -2.416 -0.689 -0.004
O 1.570 0.028 1.057
O -1.070 1.788 -0.243

Energetically preferred structure: run 1 | next structure: +545.5 kJ/mol

Run 1
18
Properties=species:S:1:pos:R:3 method="wB97M-V/def2-TZVPD" orbital_gap_ev=9.2 homo_energy_ev=-9.1 spin_multiplicity=1
C 0.153 -0.232 -0.783
C -0.199 -1.677 -0.729
C 1.065 0.203 -1.882
C 0.603 0.243 2.563
C -0.195 0.658 0.186
C -1.612 0.415 0.716
O 0.479 1.354 2.899
O 0.755 -0.906 2.619
O 0.173 1.969 0.080
O -2.103 -0.627 1.055
H -0.129 2.419 0.892
H -2.052 1.387 1.024
H 0.318 -2.231 -1.510
H 0.088 -2.107 0.230
H -1.265 -1.827 -0.851
H 0.666 -0.063 -2.873
H 1.226 1.283 -1.864
H 2.031 -0.261 -1.770

Run 2
18
Properties=species:S:1:pos:R:3 method="wB97M-V/def2-TZVPD" orbital_gap_ev=9.5 homo_energy_ev=-9.5 spin_multiplicity=1
O 0.367 -0.793 3.075
C 0.267 -0.261 2.026
O -1.010 -0.702 0.824
C -0.628 0.382 0.110
C 0.804 0.736 1.157
C 0.795 0.318 -0.291
C 1.431 -0.877 -0.993
O 1.756 -0.052 -2.125
C 1.316 1.144 -1.469
H -1.318 1.225 -0.011
H 1.286 1.644 1.516
H 2.327 -1.263 -0.485
H 0.745 -1.695 -1.250
H 0.558 1.687 -2.052
H 2.147 1.810 -1.193
O -3.869 -1.047 0.679
H -2.902 -1.030 0.727
H -4.072 -1.225 -0.245

Energetically preferred structure: run 1 | next structure: +321.4 kJ/mol

Run 1
10
Properties=species:S:1:pos:R:3 method="wB97M-V/def2-TZVPD" orbital_gap_ev="7.1 / 8.5" homo_energy_ev="-9.1 / -9.5" spin_multiplicity=1
C 1.017 -0.947 -0.165
C -0.787 1.126 -0.699
C 0.138 -0.809 0.933
O 1.076 -1.579 -1.134
Br 2.561 0.328 0.234
Br -2.518 1.198 -0.008
Br -1.520 -1.675 0.977
H -0.547 0.816 -1.587
H -0.017 1.730 -0.212
H 0.598 -0.188 1.661

Run 2
10
Properties=species:S:1:pos:R:3 method="wB97M-V/def2-TZVPD" orbital_gap_ev=6.5 homo_energy_ev=-7.8 spin_multiplicity=1
C -1.313 0.929 -0.601
C -1.119 -0.221 0.224
C 1.660 -0.690 0.458
O -1.529 -0.380 -1.023
Br 2.254 -1.443 -1.054
Br 2.200 1.133 0.760
Br 2.098 -1.681 2.017
H -2.259 1.569 -0.791
H -0.442 1.349 -1.049
H -1.551 -0.566 1.057

Energetically preferred structure: run 1 | next structure: +229.5 kJ/mol

Run 1
15
Properties=species:S:1:pos:R:3 method="wB97M-V/def2-TZVPD" orbital_gap_ev="8.3 / 8.3" homo_energy_ev="-9.3 / -9.3" spin_multiplicity=1
C 2.754 -0.363 0.237
C 0.686 -0.767 -1.316
C -0.561 -0.456 -1.083
C 1.432 -0.248 -0.051
C -0.660 0.290 0.253
C -1.951 0.235 1.113
N 3.848 -0.495 0.497
O 0.519 -0.243 0.902
O 0.935 1.686 -0.639
O -0.250 1.628 0.046
H 1.220 -1.181 -2.109
H -1.317 -0.649 -1.787
H -2.368 -0.864 1.061
H -2.737 0.942 0.768
H -1.551 0.487 2.109

Run 2
15
Properties=species:S:1:pos:R:3 method="wB97M-V/def2-TZVPD" orbital_gap_ev=9.9 homo_energy_ev=-9.3 spin_multiplicity=1
C -2.818 -0.183 0.075
C -1.630 0.657 -0.052
C -0.630 1.324 -0.126
C 1.274 -0.056 0.768
C 1.386 -1.074 -0.101
C 3.115 0.172 -0.239
H -4.546 -0.387 -0.590
H 0.236 1.921 -0.195
H 0.484 0.166 1.470
H 0.768 -1.925 -0.361
H 4.080 0.467 -0.627
N 2.404 0.754 0.663
O -3.789 0.219 -0.751
O -2.907 -1.109 0.826
O 2.573 -0.945 -0.759

Energetically preferred structure: run 2 | next structure: +348.6 kJ/mol

Run 1
13
Properties=species:S:1:pos:R:3 method="wB97M-V/def2-TZVPD" orbital_gap_ev=9.5 homo_energy_ev=-8.9 spin_multiplicity=1
C 3.005 0.114 -0.479
C 1.844 0.028 0.222
C -0.518 -1.047 0.534
C -2.925 0.991 -0.297
H 3.965 0.049 0.018
H 3.060 0.421 -1.501
H 1.856 0.028 1.308
H 0.108 -1.529 1.264
H -3.666 1.397 -1.016
N -1.712 -1.450 0.442
O -2.477 1.554 0.672
S 0.257 0.174 -0.508
S -2.798 -0.729 -0.658

Run 2
13
Properties=species:S:1:pos:R:3 method="wB97M-V/def2-TZVPD" orbital_gap_ev=8.0 homo_energy_ev=-7.8 spin_multiplicity=1
C 0.337 0.435 -1.127
C 1.406 1.195 -1.405
C 1.773 -0.649 0.336
C -0.472 -1.455 0.485
N 0.531 -0.590 -0.197
O 1.447 2.228 -2.237
S 2.474 -1.716 1.485
S 2.818 0.604 -0.489
H -0.627 0.653 -1.367
H -0.024 -1.703 1.545
H -1.396 -0.891 0.520
H -0.679 -2.400 -0.109
H 2.342 2.575 -2.319

Energetically preferred structure: run 2 | next structure: +103.7 kJ/mol